Computed, not measured: 7 unconnected molecules or ions with the total composition C19H35Cl12F5O2P at a distorted geometry, with wB97M-V/def2-TZVPD.

Each line ends with the Löwdin charge.
Geometry (Å):
O (5.345, -0.949, -2.146)  -0.015
C (4.008, -1.090, -2.351)  -0.293
O (3.527, -0.729, -3.702)  -0.019
C (3.090, -1.677, -1.125)  -0.221
P (1.776, -0.469, -0.446)  1.042
C (0.703, 0.379, -1.803)  -0.303
C (-0.439, -0.642, -2.450)  -0.217
C (-1.974, -0.318, -1.875)  -0.076
C (-3.145, -1.066, -2.749)  -0.165
F (-3.751, -0.065, -3.704)  -0.007
F (-2.502, -2.112, -3.616)  -0.007
C (-4.313, -1.799, -1.862)  -0.141
F (-4.986, -2.805, -2.766)  0.027
F (-3.839, -2.476, -0.633)  0.032
F (-5.322, -0.776, -1.426)  0.032
H (4.195, -1.133, -4.361)  0.158
H (3.829, -1.949, -0.235)  0.136
H (2.574, -2.657, -1.505)  0.105
H (0.837, -1.283, 0.338)  -0.024
H (2.348, 0.483, 0.510)  -0.031
H (0.086, 1.250, -1.289)  0.111
H (1.410, 0.833, -2.637)  0.114
H (-0.490, -0.385, -3.607)  0.141
H (-0.160, -1.779, -2.347)  0.079
H (-2.072, -0.628, -0.747)  0.128
H (-2.061, 0.863, -1.900)  0.145
Cl (-0.209, -3.430, -0.098)  0.570
C (-0.902, -5.005, 0.361)  -0.651
C (-1.880, -4.888, 1.519)  -0.648
Cl (-1.067, -4.460, 3.046)  0.553
H (-0.077, -5.684, 0.598)  0.079
H (-1.418, -5.393, -0.522)  -0.035
H (-2.377, -5.847, 1.685)  0.083
H (-2.649, -4.134, 1.323)  0.061
Cl (2.322, 3.284, 1.685)  0.513
C (3.958, 3.418, 2.375)  -0.672
C (4.972, 2.572, 1.621)  -0.636
Cl (4.692, 0.827, 1.846)  0.543
H (3.905, 3.137, 3.432)  0.076
H (4.240, 4.474, 2.318)  0.029
H (5.979, 2.780, 1.992)  0.081
H (4.953, 2.783, 0.547)  0.074
Cl (2.724, 6.433, 3.281)  0.569
C (1.051, 6.982, 3.548)  -0.630
C (0.379, 6.243, 4.695)  -0.675
Cl (0.076, 4.531, 4.306)  0.520
H (0.499, 6.859, 2.611)  0.072
H (1.102, 8.051, 3.775)  0.079
H (-0.593, 6.695, 4.909)  0.079
H (0.983, 6.282, 5.607)  -0.053
Cl (5.469, 6.975, 6.791)  0.540
C (4.781, 5.680, 7.802)  -0.661
C (3.426, 5.212, 7.295)  -0.633
Cl (2.166, 6.454, 7.498)  0.608
H (4.721, 6.048, 8.831)  0.072
H (5.493, 4.849, 7.779)  0.073
H (3.100, 4.335, 7.861)  0.078
H (3.465, 4.939, 6.235)  0.056
Cl (-1.988, -6.803, -2.261)  0.604
C (-0.808, -7.639, -3.299)  -0.629
C (0.626, -7.371, -2.870)  -0.649
Cl (1.111, -5.682, -3.163)  0.523
H (-0.984, -7.328, -4.333)  0.077
H (-1.023, -8.710, -3.224)  0.080
H (1.310, -8.000, -3.447)  0.078
H (0.777, -7.588, -1.808)  0.071
Cl (-7.391, 1.874, -6.389)  0.540
C (-7.348, 0.811, -4.961)  -0.672
C (-7.736, -0.620, -5.298)  -0.672
Cl (-9.458, -0.767, -5.731)  0.542
H (-8.007, 1.239, -4.199)  0.071
H (-6.324, 0.837, -4.578)  0.053
H (-7.573, -1.264, -4.428)  0.064
H (-7.143, -1.014, -6.129)  0.070

## Properties
Maximum force (hartree/bohr): 0.177
Energy (Eh): -7258.0059
Orbital gap (eV): 8.58
Charge: +1

---

Computed, not measured: C3H3ClO in the gas phase at a distorted geometry, with wB97M-V/def2-TZVPD.

Each line ends with the Löwdin charge.
Geometry (Å):
C (-0.162, -0.706, 0.144)  -0.637
C (1.121, -0.274, -0.275)  0.136
C (-0.820, 0.635, 0.381)  -0.481
O (-0.701, -1.800, 0.033)  0.018
Cl (-2.279, 0.924, -0.329)  0.749
H (1.733, 0.501, 0.225)  0.080
H (1.609, -0.807, -1.079)  0.075
H (-0.502, 1.528, 0.899)  0.062

## Properties
Maximum force (hartree/bohr): 0.034
Energy (Eh): -651.4235
Orbital gap (spin up / spin down) (eV): 8.31 / 7.73
Charge: 0

---

Computed, not measured: C15H25NO2 in the gas phase, with wB97M-V/def2-TZVPD.

Each line ends with the Löwdin charge.
Geometry (Å):
C (5.369, 1.029, 2.609)  -0.095
C (4.431, 0.324, 3.591)  -0.214
C (3.484, -0.579, 2.854)  -0.250
C (3.838, -1.893, 2.565)  -0.058
C (2.978, -2.701, 1.848)  -0.081
C (1.755, -2.223, 1.404)  -0.031
C (1.391, -0.912, 1.686)  -0.260
O (0.219, -0.326, 1.310)  -0.043
C (-0.723, -1.087, 0.586)  -0.217
C (-1.944, -0.206, 0.344)  -0.179
C (-3.004, -0.925, -0.484)  -0.197
C (-4.293, -0.096, -0.638)  -0.239
N (-4.192, 1.214, -1.238)  -0.078
C (-3.884, 1.302, -2.647)  -0.197
C (-2.394, 1.338, -3.021)  -0.238
O (-2.298, 1.644, -4.393)  -0.191
C (-0.973, 1.729, -4.846)  -0.121
C (2.265, -0.101, 2.410)  0.036
H (6.056, 1.684, 3.141)  0.067
H (4.796, 1.625, 1.903)  0.074
H (5.948, 0.299, 2.049)  0.073
H (3.869, 1.073, 4.152)  0.108
H (5.024, -0.260, 4.298)  0.109
H (4.786, -2.281, 2.907)  0.110
H (3.255, -3.721, 1.628)  0.104
H (1.104, -2.877, 0.845)  0.100
H (-0.294, -1.410, -0.374)  0.135
H (-1.012, -1.981, 1.156)  0.133
H (-2.360, 0.086, 1.311)  0.124
H (-1.611, 0.700, -0.165)  0.106
H (-3.268, -1.864, 0.007)  0.114
H (-2.601, -1.171, -1.468)  0.099
H (-4.729, 0.051, 0.355)  0.114
H (-5.008, -0.670, -1.235)  0.113
H (-3.586, 1.820, -0.697)  0.104
H (-4.325, 2.230, -3.030)  0.119
H (-4.365, 0.469, -3.164)  0.124
H (-1.900, 0.376, -2.818)  0.110
H (-1.882, 2.114, -2.425)  0.125
H (-1.021, 1.968, -5.906)  0.088
H (-0.441, 0.778, -4.709)  0.088
H (-0.420, 2.517, -4.318)  0.088
H (1.960, 0.914, 2.618)  0.126

## Properties
Maximum force (hartree/bohr): 0.009
Energy (Eh): -791.7628
Orbital gap (eV): 9.28
Charge: 0
SMILES: CCc1cccc(OCCCCNCCOC)c1